Density functional theory data (the ωB97M-V functional and the def2-TZVPD basis) for one molecule with the formula C14H14F5NO3.

Structure (XYZ):
```
37
Properties=species:S:1:pos:R:3:forces:R:3:lowdin_charge:R:1
O -3.034 -1.853 -0.506 -0.32 -0.11 0.07 0.083
C -1.859 -1.575 -0.578 0.46 -0.23 -0.21 -0.463
N -1.358 -0.313 -0.440 0.46 0.32 -0.01 0.150
C -2.069 0.857 -0.167 -0.12 0.29 0.14 -0.150
C -3.442 0.995 -0.345 -0.01 -0.07 -0.04 -0.001
C -4.063 2.200 -0.066 0.01 0.11 0.02 -0.079
C -3.338 3.287 0.390 -0.04 -0.01 0.00 -0.087
C -1.971 3.171 0.581 0.14 -0.15 -0.05 -0.012
C -1.366 1.965 0.306 -0.12 -0.02 0.04 -0.196
F -0.024 1.832 0.518 -0.23 -0.06 -0.09 0.044
H -1.375 3.994 0.942 0.09 0.06 0.04 0.119
H -3.830 4.224 0.602 -0.04 0.09 0.02 0.103
H -5.129 2.287 -0.210 -0.10 0.00 -0.02 0.105
H -4.011 0.151 -0.694 0.00 -0.02 -0.01 0.105
H -0.351 -0.203 -0.462 -0.12 -0.11 -0.04 0.116
C -0.783 -2.626 -0.806 -0.22 -0.20 0.11 -0.092
H 0.026 -2.226 -1.416 0.02 -0.01 -0.07 0.115
C -0.243 -3.169 0.524 0.04 0.13 -0.03 -0.153
H -1.086 -3.449 1.157 0.04 -0.06 0.00 0.124
H 0.345 -4.067 0.326 -0.05 -0.01 0.05 0.122
C 0.642 -2.172 1.292 0.03 -0.22 0.04 -0.077
C 1.889 -1.888 0.502 -0.06 0.03 0.14 -0.473
O 2.862 -2.579 0.444 0.07 -0.15 0.02 0.146
O 1.762 -0.733 -0.215 -0.36 0.30 0.07 -0.024
C 2.855 -0.364 -1.032 0.74 0.05 -0.29 -0.051
H 3.741 -0.943 -0.746 -0.21 0.21 -0.12 0.144
C 3.152 1.128 -0.874 -0.07 -0.33 0.10 -0.441
F 2.206 1.866 -1.511 -0.28 0.09 0.14 0.110
F 4.316 1.410 -1.502 0.19 -0.22 0.12 0.124
C 3.205 1.583 0.603 -0.63 0.21 -0.01 -0.303
F 3.766 0.621 1.366 0.18 -0.44 0.07 0.100
F 3.964 2.682 0.734 0.12 0.34 -0.20 0.106
H 2.195 1.795 0.979 0.25 -0.09 -0.15 0.154
H 2.612 -0.556 -2.083 0.05 0.06 0.15 0.156
H 0.104 -1.248 1.498 0.03 0.00 0.06 0.118
H 0.944 -2.631 2.234 0.04 0.09 -0.03 0.133
H -1.253 -3.451 -1.345 0.01 0.14 -0.03 0.126
```
Positions in Å, forces in eV/Å.

Results
- LUMO level (eV) = 0.64
- SMILES = O=C(CCCC(=O)OCC(F)(F)C(F)F)Nc1ccccc1F
- ΔE to the lowest compared entry with this formula, charge and spin (eV) = 0.0735
- spin multiplicity = 1
- E_HOMO (eV) = -8.903


Density functional theory data (the ωB97M-V functional and the def2-TZVPD basis) for C14H14FMnN as an isolated structure.

Structure (XYZ):
```
31
Properties=species:S:1:pos:R:3:forces:R:3:lowdin_spin:R:1
C 2.310 0.836 -1.712 -0.39 0.44 1.58 -0.017
C 2.679 -0.113 -0.704 0.47 0.98 0.90 0.055
C 2.262 0.409 0.585 0.78 0.12 -1.14 -0.030
C 1.687 1.693 0.382 0.87 0.48 -0.69 0.024
C 1.570 1.967 -1.062 2.13 0.54 -0.28 0.010
Mn 0.427 0.313 -0.713 -1.95 -0.26 -1.46 3.804
C 0.137 -2.265 -1.063 -0.17 -0.74 1.49 0.316
C -0.167 -2.850 -2.268 1.13 0.86 -0.33 0.428
C -0.604 -2.204 -3.349 -1.03 0.46 -1.11 0.145
N -0.364 2.031 -1.189 -0.19 -0.65 0.88 0.082
H 2.392 -0.061 1.556 -0.04 -0.04 -0.31 -0.002
H 3.324 -0.976 -0.853 -0.56 -0.04 -0.03 0.008
H 1.204 2.313 1.111 -0.20 -0.01 0.26 0.004
H 1.510 2.934 -1.528 0.48 0.15 0.13 0.003
H 2.602 0.835 -2.742 -0.15 -0.25 -0.34 0.001
H 0.970 -2.646 -0.455 -0.11 0.19 -0.15 0.031
H -0.832 1.976 -2.082 0.08 -0.32 -1.11 0.015
H -0.657 -1.802 -0.480 -0.11 -0.39 0.06 0.023
H -0.671 -2.765 -4.281 -0.69 0.26 -0.19 0.012
H -0.961 -1.109 -3.325 0.94 -1.30 -0.23 0.024
F -2.957 0.297 4.349 -0.20 0.05 0.34 0.004
C -2.271 0.206 3.165 0.38 0.11 -0.63 0.013
C -2.605 1.087 2.131 0.42 -0.87 -0.26 -0.002
C -1.937 0.945 0.895 -0.53 -0.25 1.66 0.026
C -0.860 0.067 0.795 -0.11 -0.61 0.26 0.009
C -0.527 -0.786 1.857 -1.37 0.56 0.68 0.012
C -1.272 -0.758 3.054 0.10 0.40 -0.54 -0.004
H -3.362 1.847 2.260 -0.25 -0.05 0.19 0.001
H -2.258 1.550 0.045 0.46 -0.04 0.23 0.005
H 0.279 -1.508 1.773 -0.05 0.05 -0.10 0.002
H -1.049 -1.464 3.846 -0.17 0.16 0.22 0.000
```
Positions in Å, forces in eV/Å.

Results
- LUMO level (alpha / beta) (eV) = 5.63 / 5.62
- net charge = -2
- spin multiplicity = 6
- E_HOMO (alpha / beta) (eV) = 1.924 / 1.138


Density functional theory data (the ωB97M-V functional and the def2-TZVPD basis) for C14H14IrN3O2SSi as an isolated structure.

Structure (XYZ):
```
36
Properties=species:S:1:pos:R:3:forces:R:3:lowdin_spin:R:1
Ir -1.825 0.173 1.463 0.08 0.28 -0.15 0.561
N -0.985 -0.935 3.034 -0.02 0.00 0.00 0.003
N -1.135 -2.311 2.780 0.11 -0.03 -0.03 0.001
C -1.916 -2.664 1.694 -0.38 0.14 0.14 0.003
O -2.273 -3.772 1.455 0.16 -0.05 -0.06 0.007
O -2.252 -1.598 0.926 0.15 -0.13 0.01 0.053
H 0.003 -0.709 3.153 0.00 -0.01 0.00 0.001
H -1.478 -0.660 3.884 0.00 -0.02 0.00 0.001
H -1.031 -2.958 3.547 -0.02 -0.01 -0.01 0.000
C 1.588 4.140 -2.040 -0.01 0.00 0.00 0.000
C 0.269 4.076 -1.618 0.01 0.00 0.00 0.000
C -0.157 3.025 -0.820 0.01 0.01 0.02 0.000
C 0.732 2.025 -0.434 -0.02 -0.04 -0.06 0.003
C 2.063 2.102 -0.868 0.00 -0.02 0.00 0.001
C 2.488 3.152 -1.664 0.01 0.00 0.00 0.000
Si 0.439 0.515 0.588 -0.08 0.02 0.08 0.008
C 0.699 -1.110 -0.229 0.00 0.00 0.03 0.005
C 0.247 -1.326 -1.535 0.00 -0.01 -0.02 0.001
C 0.338 -2.584 -2.105 0.00 0.01 0.00 0.001
C 0.875 -3.638 -1.376 0.01 0.00 0.02 0.001
C 1.340 -3.435 -0.083 0.00 -0.02 -0.03 0.000
C 1.251 -2.176 0.487 0.04 0.01 -0.01 0.002
H 1.918 4.961 -2.662 0.00 0.00 0.00 0.000
H -0.431 4.847 -1.911 0.00 0.00 0.00 0.000
H -1.187 2.996 -0.497 -0.02 -0.01 0.00 0.000
H 2.780 1.334 -0.589 0.00 0.00 -0.01 0.000
H 3.517 3.198 -1.991 0.00 0.00 0.00 0.000
H 1.202 0.550 1.867 -0.01 -0.01 0.00 -0.002
H -0.173 -0.507 -2.108 -0.01 0.00 0.00 0.000
H -0.010 -2.748 -3.116 0.00 0.00 0.00 0.000
H 0.937 -4.623 -1.820 0.00 0.00 0.00 0.000
H 1.772 -4.256 0.474 0.00 0.00 0.00 0.000
H 1.638 -2.020 1.490 -0.02 0.00 0.00 0.000
S -4.832 3.092 -0.311 0.01 0.00 0.03 0.213
C -3.678 2.240 0.257 -0.01 0.05 -0.06 0.043
N -2.734 1.604 0.680 0.02 -0.16 0.11 0.094
```
Positions in Å, forces in eV/Å.

Results
- LUMO level (alpha / beta) (eV) = -5.31 / -6.67
- net charge = +1
- ΔE to the lowest compared entry with this formula, charge and spin (eV) = 0.0000
- spin multiplicity = 2
- E_HOMO (alpha / beta) (eV) = -12.325 / -12.309


Density functional theory data (the ωB97M-V functional and the def2-TZVPD basis) for one molecule with the formula C14H14N2O3.

Structure (XYZ):
```
33
Properties=species:S:1:pos:R:3:forces:R:3:lowdin_charge:R:1
C -2.896 -2.514 0.008 0.08 -0.12 0.07 0.018
C -3.775 -1.780 -0.647 -0.11 0.22 -0.08 -0.156
C -3.748 -0.283 -0.765 -0.07 0.10 -0.14 -0.185
N -2.809 0.355 0.129 -0.43 -0.18 0.15 0.071
C -1.675 0.929 -0.311 0.05 0.09 0.54 -0.459
O -1.385 1.050 -1.481 0.22 0.06 -0.26 0.092
C -0.759 1.470 0.808 -0.15 0.00 -0.16 -0.219
N 0.567 0.926 0.561 -0.48 0.11 0.27 0.084
C 0.762 -0.429 0.790 -0.06 -0.07 0.17 -0.338
O -0.062 -1.155 1.294 0.11 -0.03 -0.04 0.119
C 2.126 -0.735 0.312 0.58 0.24 -0.34 -0.071
C 2.847 -1.911 0.316 -0.13 0.10 0.03 0.009
C 4.127 -1.883 -0.227 -0.07 -0.10 0.06 -0.062
C 4.659 -0.714 -0.750 0.01 0.13 -0.04 -0.060
C 3.931 0.472 -0.751 -0.14 0.05 0.05 0.011
C 2.661 0.442 -0.215 0.13 -0.65 0.10 -0.068
C 1.652 1.526 -0.074 0.16 0.23 -0.06 -0.333
O 1.754 2.679 -0.397 0.07 -0.06 -0.06 0.138
H 4.337 1.385 -1.158 0.04 0.10 -0.04 0.123
H 5.655 -0.725 -1.167 0.08 -0.01 -0.03 0.106
H 4.717 -2.787 -0.242 0.05 -0.06 0.00 0.106
H 2.426 -2.817 0.724 -0.04 -0.09 0.04 0.122
C -0.807 2.990 0.826 0.04 -0.06 -0.09 -0.024
H -0.569 3.383 -0.158 -0.01 0.05 0.04 0.083
H -1.808 3.310 1.106 -0.08 -0.02 0.05 0.088
H -0.093 3.387 1.543 0.01 0.06 0.03 0.089
H -1.077 1.067 1.779 0.04 0.07 -0.21 0.148
H -2.922 0.159 1.111 0.19 0.06 -0.04 0.146
H -4.752 0.118 -0.577 0.10 -0.04 -0.11 0.121
H -3.452 -0.001 -1.781 -0.14 0.02 0.13 0.124
H -4.603 -2.241 -1.170 -0.07 -0.15 -0.04 0.094
H -2.979 -3.586 0.042 -0.09 -0.21 -0.05 0.053
H -2.051 -2.089 0.524 0.12 0.15 0.09 0.030
```
Positions in Å, forces in eV/Å.

Results
- LUMO level (eV) = -0.35
- SMILES = C=CCNC(=O)[C@H](C)N1C(=O)c2ccccc2C1=O
- ΔE to the lowest compared entry with this formula, charge and spin (eV) = 0.0000
- spin multiplicity = 1
- E_HOMO (eV) = -9.607


Density functional theory data (the ωB97M-V functional and the def2-TZVPD basis) for one molecule with the formula C14H14N4O3S.

Structure (XYZ):
```
36
Properties=species:S:1:pos:R:3:forces:R:3:lowdin_charge:R:1
O 1.241 2.283 2.341 -0.13 0.20 0.36 0.099
C 1.371 1.608 1.354 -0.02 0.13 -0.06 -0.489
N 2.271 0.632 1.110 0.37 -0.30 0.08 0.183
H 2.906 0.294 1.812 -0.09 0.14 0.11 0.166
C 2.076 -0.019 -0.161 0.03 -0.32 -0.36 -0.361
C 0.929 0.792 -0.749 0.33 -0.07 0.02 -0.382
O 0.411 0.643 -1.827 -0.07 -0.03 -0.11 0.124
N 0.604 1.732 0.185 -0.10 0.43 0.05 0.055
C -0.596 2.526 0.134 0.11 0.11 -0.02 -0.047
C -1.807 1.631 0.093 -0.54 -0.17 -0.13 -0.229
C -3.025 2.070 -0.340 0.22 0.09 0.06 0.065
C -4.163 1.205 -0.394 0.10 0.02 0.06 -0.411
O -5.294 1.459 -0.741 -0.24 0.00 -0.08 0.073
N -3.843 -0.122 0.030 0.47 0.29 0.03 0.021
C -2.592 -0.449 0.450 0.19 0.03 0.08 -0.557
N -1.588 0.362 0.510 0.30 -0.24 0.22 0.125
S -2.507 -2.126 0.897 -0.19 0.14 -0.08 1.068
C -4.191 -2.315 0.490 0.19 0.29 -0.02 -0.360
C -4.733 -1.170 0.054 -0.46 -0.65 0.04 -0.123
H -5.742 -0.987 -0.266 -0.09 0.02 -0.03 0.132
H -4.663 -3.269 0.603 -0.20 -0.15 -0.02 0.068
H -3.171 3.086 -0.667 -0.03 0.10 -0.06 0.124
H -0.604 3.137 1.044 0.00 -0.05 -0.16 0.141
H -0.583 3.177 -0.744 -0.02 -0.04 0.13 0.142
C 1.722 -1.508 -0.035 -0.08 0.04 -0.03 -0.100
C 3.072 -2.229 0.063 -0.03 -0.07 0.02 -0.168
H 3.040 -3.180 -0.467 0.01 -0.06 0.08 0.105
C 4.115 -1.274 -0.549 0.06 0.03 -0.06 -0.170
H 4.849 -0.981 0.202 0.07 -0.02 -0.02 0.104
H 4.656 -1.740 -1.371 0.10 0.02 0.04 0.105
C 3.336 -0.046 -1.032 -0.09 0.06 -0.03 -0.098
H 3.022 -0.166 -2.069 -0.02 0.01 -0.03 0.125
H 3.907 0.877 -0.944 -0.04 0.07 -0.06 0.124
H 3.314 -2.442 1.104 0.02 -0.08 0.01 0.103
H 1.074 -1.693 0.820 -0.08 0.03 -0.02 0.116
H 1.189 -1.800 -0.941 -0.03 0.00 -0.03 0.125
```
Positions in Å, forces in eV/Å.

Results
- LUMO level (eV) = 0.32
- SMILES = O=C1NC2(CCCC2)C(=O)N1Cc1cc(=O)n2ccsc2n1
- ΔE to the lowest compared entry with this formula, charge and spin (eV) = 0.0209
- spin multiplicity = 1
- E_HOMO (eV) = -8.579


Density functional theory data (the ωB97M-V functional and the def2-TZVPD basis) for C14H15BCa2Cl7F4LiN2O9 as an isolated structure.

Structure (XYZ):
```
55
Properties=species:S:1:pos:R:3:forces:R:3:lowdin_charge:R:1
N 1.646 4.747 0.286 -2.72 -0.60 -1.11 0.039
C 0.806 4.062 -0.769 3.64 -4.54 -3.06 -0.263
O 1.405 3.094 -1.515 -4.33 6.67 4.58 -0.067
C -0.785 4.329 -1.078 -1.00 -0.99 0.10 -0.084
C -1.695 4.596 0.288 1.37 -2.21 0.11 -0.140
N -2.920 5.483 0.003 0.67 -0.10 -1.35 0.104
H 1.219 4.680 1.248 0.62 0.27 -1.40 0.088
H 1.899 5.728 0.036 -0.23 -1.16 0.30 0.077
H -1.206 3.306 -1.527 1.18 2.25 0.84 0.123
H -0.981 5.158 -1.901 0.78 -1.47 1.79 0.134
H -1.043 5.000 1.177 -1.50 -0.38 -1.81 0.133
H -2.125 3.545 0.624 0.88 2.34 -0.54 0.171
H -3.629 4.969 -0.598 0.84 0.67 1.01 0.201
H -2.628 6.319 -0.565 -0.35 -0.98 0.42 0.160
H -3.409 5.802 0.868 -1.29 -0.53 0.24 0.049
Cl 1.157 -2.641 -0.497 0.01 0.09 -0.05 0.630
C 1.717 -1.174 -1.339 -0.02 0.10 -0.02 -0.633
C 1.034 0.081 -0.820 0.68 0.01 0.09 -0.660
Cl -0.694 0.133 -1.247 -0.20 0.08 -0.03 0.536
H 1.545 -1.313 -2.411 -0.06 0.00 0.24 0.066
H 2.796 -1.107 -1.173 -0.19 0.10 0.05 0.076
H 1.497 0.967 -1.266 -0.11 -0.28 0.01 0.026
H 1.118 0.165 0.268 -0.15 -0.18 -0.21 0.079
F -4.729 6.680 2.096 2.91 0.23 -1.46 -0.698
Li -2.829 7.430 1.596 -1.67 0.40 1.40 0.809
B -0.176 -4.639 -3.315 1.69 3.39 3.46 -1.061
O -0.372 -5.508 -2.150 -0.17 -0.47 -1.58 0.245
C -0.639 -6.737 -2.613 -0.03 -0.61 4.29 -0.397
O -0.855 -7.705 -1.902 0.13 0.83 -1.53 0.172
C -0.630 -6.727 -4.051 -0.11 1.23 0.61 -0.430
O -0.836 -7.685 -4.778 4.89 -0.89 2.24 -0.311
O -0.357 -5.493 -4.494 0.84 -1.33 -0.01 -0.165
F 1.168 -4.081 -3.303 -2.24 -0.85 -0.78 0.075
F -1.162 -3.570 -3.314 1.14 -1.44 -1.12 0.073
Ca -1.029 -4.576 -6.218 -0.80 1.02 -1.26 1.189
C 5.271 3.687 0.553 -0.29 0.85 -1.35 -1.914
Cl 4.079 2.479 0.010 0.32 -0.04 0.27 0.525
Cl 4.652 5.324 0.221 1.13 -0.87 -1.32 0.480
Cl 5.549 3.501 2.303 1.29 -1.78 -0.62 0.469
Cl 6.804 3.443 -0.321 -0.47 0.06 0.51 0.552
C -0.813 -3.790 2.551 0.50 3.70 -0.97 0.100
C -1.017 -5.056 2.953 -0.31 -4.88 0.96 -0.379
C -1.944 -5.167 4.160 -1.14 -0.21 1.42 -0.314
O -2.324 -6.234 4.651 0.73 0.98 -0.91 0.065
C -2.420 -3.911 4.798 -0.36 -3.45 0.84 0.095
C -2.206 -2.644 4.403 0.41 4.59 -0.84 -0.393
C -1.366 -2.538 3.133 0.87 -0.03 -1.37 -0.311
O -1.109 -1.478 2.554 -0.47 -0.77 0.90 0.047
O -2.613 -1.572 4.949 0.51 -1.98 -0.70 0.024
O -0.544 -6.123 2.454 -0.68 2.18 0.61 0.048
H -0.176 -3.611 1.693 -0.03 -0.01 0.00 0.074
H -3.014 -4.086 5.688 -0.04 0.00 0.01 0.126
Ca -2.229 -7.843 -5.911 -5.27 -0.86 -4.35 1.166
F 6.771 7.049 0.615 -0.16 -0.07 0.01 -0.790
Cl 4.371 5.255 2.898 -1.59 1.89 2.46 -0.015
```
Positions in Å, forces in eV/Å.

Results
- LUMO level (eV) = -3.55
- spin multiplicity = 1
- E_HOMO (eV) = -4.716


no.,maximum force (Eh/bohr),calculated total energy (eV)
1,0.016,-35966.5179
2,0.048,-50262.7382
3,0.008,-44854.1978
4,0.014,-23868.8336
5,0.016,-37685.4959
6,0.179,-172439.5080